{"formula": "C10H14O3Si", "method": "ωB97M-V with the def2-TZVPD basis set", "relative_energy_kcal_mol": 0.00, "e_lumo_ev": 0.68, "charge": 0, "e_tot_ha": -904.6603, "smiles": "C[C@@H]1COC(=O)O1.[SiH3]c1ccccc1", "elements": ["C", "C", "C", "O", "C", "O", "O", "H", "H", "H", "H", "H", "H", "Si", "C", "C", "C", "C", "C", "C", "H", "H", "H", "H", "H", "H", "H", "H"], "xyz": [[-1.801, -3.231, -0.925], [-0.719, -2.186, -0.861], [-0.654, -1.223, -2.030], [0.743, -0.915, -2.100], [1.435, -1.939, -1.540], [2.615, -2.055, -1.578], [0.585, -2.797, -0.934], [-1.712, -3.926, -0.092], [-2.780, -2.754, -0.874], [-1.732, -3.798, -1.854], [-0.764, -1.632, 0.081], [-1.220, -0.307, -1.881], [-0.955, -1.701, -2.965], [2.510, 0.626, 1.742], [0.950, 1.568, 1.319], [0.249, 2.286, 2.291], [-0.900, 3.003, 1.968], [-1.354, 3.037, 0.655], [-0.669, 2.333, -0.326], [0.476, 1.611, 0.002], [2.409, 0.052, 3.103], [2.710, -0.472, 0.775], [3.661, 1.555, 1.701], [0.592, 2.272, 3.320], [-1.430, 3.548, 2.740], [-2.241, 3.604, 0.402], [-1.007, 2.361, -1.355], [1.005, 1.080, -0.782]], "forces_ev_per_a": [[0.064, -0.078, -0.046], [0.004, 0.006, 0.058], [0.013, 0.015, -0.053], [-0.045, -0.027, -0.105], [-0.088, -0.016, 0.022], [0.057, -0.023, -0.035], [0.010, -0.001, 0.076], [-0.006, 0.027, 0.020], [-0.012, 0.011, 0.000], [-0.004, 0.023, -0.012], [-0.008, 0.004, 0.004], [0.057, 0.027, 0.046], [-0.023, 0.001, -0.002], [0.024, 0.031, -0.019], [-0.126, 0.076, -0.102], [-0.184, -0.071, -0.034], [0.169, 0.032, -0.028], [0.012, -0.127, 0.101], [0.184, 0.011, 0.049], [-0.075, 0.035, 0.048], [-0.026, 0.057, 0.024], [0.007, 0.042, -0.029], [0.049, -0.073, 0.013], [-0.030, 0.016, -0.023], [0.010, -0.020, -0.024], [0.010, -0.008, -0.005], [-0.016, 0.013, 0.005], [-0.025, 0.018, 0.053]]}